Entry from the Open Molecules 2025 dataset: a structure of composition C41H46AsBI2IrN3O5S (ωB97M-V with the def2-TZVPD basis set).

The geometry in ORCA input format:
```
! wB97M-V def2-TZVPD RIJCOSX def2/J DEFGRID3
* xyz 0 1
Ir 0.29 -0.06 0.80
I -3.21 3.93 -5.07
C -2.57 3.21 -3.22
C -3.42 3.24 -2.14
C -3.01 2.74 -0.91
I -4.34 2.84 0.68
C -1.73 2.19 -0.77
O -1.32 1.65 0.42
C -0.87 2.20 -1.86
C 0.56 1.77 -1.70
N 0.67 0.37 -1.22
C 2.04 -0.10 -1.48
C 2.40 -1.28 -0.63
C 3.40 -2.14 -1.15
C 3.96 -3.33 -0.76
C 2.17 -4.49 0.50
C 1.48 -3.41 1.25
N 1.88 -1.19 0.56
C -1.29 2.70 -3.09
H -4.42 3.65 -2.23
H 1.07 2.40 -0.97
H 1.07 1.85 -2.66
H 0.01 -0.20 -1.74
H 2.71 0.72 -1.17
H 2.21 -0.29 -2.54
H 3.91 -1.72 -2.00
H 4.88 -3.60 -1.28
H 2.21 -5.51 0.88
H 1.03 -3.63 2.22
H -0.61 2.70 -3.93
C -0.58 -2.00 4.01
As 0.30 -0.44 3.25
C 2.08 -0.57 3.99
C -0.32 0.86 4.55
S 1.19 1.93 1.47
H -0.21 -2.10 5.03
H -0.36 -2.91 3.46
H -1.65 -1.84 4.03
H 1.98 -0.58 5.08
H 2.62 0.33 3.69
H 2.62 -1.44 3.65
H 0.03 0.49 5.51
H -1.40 0.93 4.54
H 0.11 1.83 4.32
C -3.70 5.04 6.55
C -3.20 6.15 5.62
C -4.40 7.01 5.23
C -2.19 7.01 6.40
C -2.52 5.59 4.37
C -2.09 6.47 3.38
C -1.45 6.03 2.21
C -1.26 4.68 2.07
O -0.71 4.00 1.02
B -0.67 2.61 1.42
O -1.39 2.52 2.68
C -1.67 3.79 3.05
C -2.30 4.22 4.20
H -4.25 5.48 7.38
H -2.87 4.46 6.97
H -4.37 4.36 6.03
H -4.87 7.43 6.12
H -5.15 6.42 4.70
H -4.11 7.84 4.58
H -2.66 7.42 7.30
H -1.83 7.84 5.80
H -1.33 6.42 6.71
H -2.23 7.53 3.51
H -1.14 6.73 1.44
H -2.62 3.49 4.93
C -5.35 0.26 -1.97
C -4.63 -0.45 -0.86
C -5.28 -0.66 0.35
C -4.66 -1.34 1.38
C -3.38 -1.83 1.19
C -2.70 -1.62 0.00
N -1.37 -2.17 -0.10
C -1.14 -3.21 -1.10
C -2.12 -3.55 -2.01
C -1.89 -4.51 -3.00
C -0.66 -5.15 -3.04
C 0.29 -4.87 -2.08
C 0.07 -3.93 -1.06
C 1.04 -3.83 -0.02
O 3.59 -4.27 0.05
O 2.25 -2.14 1.44
C -3.32 -0.92 -1.04
C -2.69 -0.69 -2.39
H -6.35 0.55 -1.67
H -5.43 -0.39 -2.85
H -4.82 1.16 -2.29
H -6.29 -0.28 0.48
H -5.17 -1.50 2.32
H -2.91 -2.41 1.96
H -1.13 -2.57 0.80
H -3.09 -3.09 -1.96
H -2.67 -4.75 -3.70
H -0.45 -5.88 -3.81
H 1.24 -5.40 -2.08
H -1.69 -1.11 -2.46
H -2.68 0.37 -2.64
H -3.26 -1.19 -3.18
*
```

***

Entry from the Open Molecules 2025 dataset: a structure of composition C41H46ClGeN4OPSeTi (ωB97M-V with the def2-TZVPD basis set).

The geometry in ORCA input format:
```
! wB97M-V def2-TZVPD RIJCOSX def2/J DEFGRID3
* xyz 2 1
Ti 0.59 -0.19 0.12
O -3.14 -0.32 -1.58
C -2.20 -0.09 -0.86
N -0.87 -0.39 -1.14
C -0.67 -1.11 -2.39
C 0.19 -2.30 -2.13
C 0.23 -3.37 -3.00
C 1.02 -4.46 -2.70
C 1.75 -4.44 -1.52
C 1.67 -3.33 -0.71
N 0.91 -2.26 -1.00
C -2.34 0.56 0.47
C -3.53 1.07 0.93
C -3.52 1.74 2.15
C -2.32 1.89 2.82
C -1.17 1.34 2.29
N -1.18 0.67 1.13
H -1.64 -1.41 -2.79
H -0.20 -0.46 -3.13
H -0.38 -3.34 -3.90
H 1.05 -5.32 -3.37
H 2.36 -5.28 -1.23
H 2.22 -3.32 0.21
H -4.42 0.95 0.33
H -4.44 2.17 2.55
H -2.26 2.43 3.75
H -0.21 1.47 2.77
Cl 3.03 -0.98 0.83
C 3.00 -2.01 2.26
C 4.23 -2.34 2.80
C 4.25 -3.11 3.96
C 3.06 -3.52 4.55
C 1.85 -3.17 3.99
C 1.79 -2.41 2.81
P 0.20 -1.96 2.08
C -0.56 -3.48 1.45
C -1.64 -3.38 0.58
C -2.27 -4.51 0.10
C -1.82 -5.77 0.48
C -0.74 -5.88 1.35
C -0.11 -4.75 1.83
C -0.82 -1.45 3.49
C -2.20 -1.67 3.45
C -3.00 -1.21 4.49
C -2.44 -0.54 5.57
C -1.07 -0.33 5.61
C -0.26 -0.78 4.58
H 5.14 -2.00 2.34
H 5.20 -3.38 4.40
H 3.09 -4.11 5.46
H 0.93 -3.47 4.47
H -2.00 -2.40 0.26
H -3.12 -4.42 -0.57
H -2.31 -6.66 0.11
H -0.39 -6.86 1.65
H 0.73 -4.86 2.50
H -2.65 -2.21 2.63
H -4.07 -1.40 4.46
H -3.06 -0.20 6.38
H -0.62 0.17 6.46
H 0.81 -0.62 4.63
C 2.85 4.05 -3.11
Ge 3.07 2.56 -4.35
C 2.47 2.99 -6.15
C 4.89 1.86 -4.33
C 1.85 1.12 -3.69
Se 2.47 0.47 -1.94
C 3.35 -1.11 -2.65
H 3.60 4.81 -3.30
H 2.96 3.72 -2.08
H 1.87 4.50 -3.23
H 3.07 3.81 -6.56
H 1.43 3.31 -6.15
H 2.57 2.14 -6.82
H 5.58 2.63 -4.67
H 4.99 1.00 -4.99
H 5.19 1.57 -3.32
H 1.81 0.26 -4.35
H 0.85 1.52 -3.58
H 4.09 -0.76 -3.37
H 2.63 -1.76 -3.13
H 3.86 -1.62 -1.84
C 2.61 1.22 2.87
C 1.98 2.05 1.80
C 1.96 3.41 1.80
C 1.21 3.84 0.67
C 0.76 2.73 0.03
C -0.17 2.72 -1.15
N 1.25 1.58 0.69
H 2.68 1.83 3.77
H 3.62 0.88 2.63
H 2.02 0.34 3.13
H 2.43 4.04 2.54
H 1.01 4.85 0.37
H -0.06 3.66 -1.69
H -1.21 2.65 -0.84
H 0.01 1.91 -1.84
*
```

***

Entry from the Open Molecules 2025 dataset: a structure of composition C41H46KN9O (ωB97M-V with the def2-TZVPD basis set).

The geometry in ORCA input format:
```
! wB97M-V def2-TZVPD RIJCOSX def2/J DEFGRID3
* xyz 0 1
K 1.75 -2.01 -2.66
C 0.21 1.08 -5.85
C 0.52 0.51 -4.50
N -0.04 -0.52 -4.00
C -1.06 -1.28 -4.71
C -1.78 -2.21 -3.73
N -0.78 -2.74 -2.82
C -1.15 -3.77 -1.85
C 0.11 -4.23 -1.11
N 0.68 -3.19 -0.27
C 2.08 -3.26 0.09
C 2.67 -1.89 0.47
N 3.22 -1.12 -0.66
C 3.27 0.33 -0.59
C 4.09 0.89 0.54
C 2.78 1.07 -1.64
C 3.00 2.50 -1.73
C 2.47 3.22 -2.75
C 1.67 2.58 -3.74
C 1.52 1.22 -3.61
N 2.07 0.46 -2.66
H -0.12 0.30 -6.54
H 1.08 1.57 -6.27
H -0.59 1.81 -5.78
H -0.58 -1.89 -5.48
H -1.79 -0.63 -5.22
H -2.26 -3.03 -4.27
H -2.57 -1.66 -3.19
H -0.51 -1.91 -2.29
H -1.57 -4.63 -2.38
H -1.89 -3.42 -1.12
H 0.84 -4.57 -1.87
H -0.14 -5.11 -0.51
H 0.26 -2.26 -0.34
H 2.69 -3.70 -0.71
H 2.21 -3.93 0.95
H 3.43 -2.04 1.25
H 1.88 -1.26 0.91
H 3.99 0.26 1.43
H 3.75 1.88 0.83
H 5.16 0.95 0.32
H 3.61 3.00 -0.98
H 2.64 4.28 -2.81
H 1.21 3.14 -4.53
C -6.41 7.16 7.74
O -6.30 5.77 7.98
C -5.70 5.01 7.03
C -5.20 5.51 5.83
C -4.61 4.64 4.92
C -4.51 3.28 5.19
C -5.02 2.80 6.40
C -5.61 3.65 7.31
C -3.88 2.40 4.20
N -3.26 2.82 3.12
C -2.84 1.68 2.48
C -3.21 0.56 3.19
N -3.89 1.03 4.29
C -2.91 -0.76 2.76
C -3.26 -1.93 3.45
C -2.91 -3.15 2.93
C -2.21 -3.18 1.72
N -1.88 -2.10 1.05
C -2.19 -0.89 1.55
C -1.77 0.29 0.79
N -1.04 0.10 -0.32
C -0.67 1.17 -1.01
C -0.95 2.48 -0.62
C -1.67 2.69 0.53
C -2.10 1.58 1.26
H -6.91 7.58 8.61
H -7.01 7.36 6.85
H -5.43 7.63 7.63
H -5.26 6.56 5.59
H -4.22 5.01 3.99
H -4.94 1.75 6.66
H -6.00 3.29 8.25
H -4.33 0.49 5.00
H -3.81 -1.87 4.39
H -3.16 -4.07 3.44
H -1.93 -4.13 1.28
H -0.09 0.97 -1.90
H -0.59 3.30 -1.22
H -1.91 3.68 0.89
C 5.28 -3.69 -4.15
C 5.95 -2.92 -3.01
C 6.83 -1.81 -3.59
C 6.81 -3.88 -2.18
C 4.92 -2.31 -2.15
C 4.19 -1.74 -1.37
H 6.04 -4.15 -4.79
H 4.68 -3.02 -4.77
H 4.64 -4.48 -3.76
H 7.60 -2.24 -4.24
H 7.32 -1.25 -2.79
H 6.23 -1.10 -4.17
H 7.58 -4.34 -2.81
H 6.20 -4.68 -1.75
H 7.30 -3.35 -1.36
*
```

***

Entry from the Open Molecules 2025 dataset: a structure of composition C41H47AsMnN3SSi (ωB97M-V with the def2-TZVPD basis set).

The geometry in ORCA input format:
```
! wB97M-V def2-TZVPD RIJCOSX def2/J DEFGRID3
* xyz 2 5
Mn -0.02 0.64 -0.57
C -0.78 -1.10 -1.28
Si 0.65 -2.23 -1.74
C 1.84 -0.96 -2.43
N 1.83 0.28 -1.59
C 2.72 0.14 -0.36
C 4.00 0.96 -0.43
C 4.63 0.84 -1.81
C 3.68 1.39 -2.90
C 2.24 1.48 -2.39
C 1.30 -3.11 -0.25
C 2.53 -3.76 -0.32
C 2.98 -4.54 0.75
C 2.19 -4.69 1.88
C 0.96 -4.06 1.95
C 0.52 -3.27 0.89
C 0.17 -3.43 -3.04
C 0.00 -4.79 -2.71
C -0.37 -5.71 -3.69
C -0.57 -5.29 -4.99
C -0.41 -3.95 -5.34
C -0.05 -3.03 -4.36
H -1.58 -1.59 -0.73
H -1.21 -0.62 -2.16
H 1.49 -0.68 -3.43
H 2.86 -1.33 -2.54
H 2.96 -0.92 -0.25
H 2.17 0.41 0.55
H 4.67 0.59 0.34
H 3.80 2.01 -0.19
H 4.86 -0.22 -2.00
H 5.58 1.36 -1.84
H 3.73 0.77 -3.79
H 3.99 2.39 -3.20
H 1.54 1.58 -3.22
H 2.11 2.36 -1.77
H 3.16 -3.69 -1.21
H 3.95 -5.03 0.69
H 2.53 -5.31 2.70
H 0.33 -4.19 2.82
H -0.45 -2.80 0.97
H 0.16 -5.13 -1.69
H -0.49 -6.75 -3.43
H -0.85 -6.01 -5.75
H -0.57 -3.63 -6.36
H 0.07 -1.99 -4.65
C 3.46 0.62 3.95
C 2.86 1.79 3.50
C 1.61 1.74 2.91
C 0.94 0.53 2.79
C 1.55 -0.65 3.23
C 2.81 -0.60 3.82
As -0.74 0.47 1.83
C -1.69 2.06 2.41
C -2.75 1.93 3.30
C -3.41 3.06 3.77
C -3.01 4.32 3.36
C -1.96 4.46 2.45
C -1.31 3.33 1.97
C -1.75 -0.95 2.61
C -1.58 -1.27 3.95
C -2.34 -2.28 4.51
C -3.27 -2.97 3.74
C -3.46 -2.64 2.41
C -2.70 -1.63 1.84
H 4.44 0.66 4.42
H 3.37 2.74 3.61
H 1.15 2.67 2.59
H 1.06 -1.61 3.11
H 3.27 -1.51 4.17
H -3.08 0.95 3.64
H -4.23 2.95 4.47
H -3.52 5.20 3.74
H -1.65 5.44 2.13
H -0.51 3.46 1.26
H -0.87 -0.72 4.56
H -2.21 -2.53 5.56
H -3.86 -3.77 4.19
H -4.20 -3.16 1.81
H -2.86 -1.36 0.81
C -1.71 4.66 -3.83
N -2.51 4.41 -2.63
C -3.82 5.08 -2.45
C -4.34 4.49 -1.13
N -3.24 3.60 -0.75
C -2.26 3.58 -1.64
S -0.84 2.63 -1.48
H -1.52 5.72 -3.93
H -2.25 4.31 -4.71
H -0.77 4.13 -3.75
H -4.47 4.85 -3.30
H -3.67 6.16 -2.41
H -5.26 3.94 -1.26
H -4.50 5.26 -0.37
H -3.21 3.05 0.10
*
```

***

Entry from the Open Molecules 2025 dataset: a structure of composition C41H48BCaFN8O7S (ωB97M-V with the def2-TZVPD basis set).

The geometry in ORCA input format:
```
! wB97M-V def2-TZVPD RIJCOSX def2/J DEFGRID3
* xyz -2 1
Ca -0.88 0.56 1.12
C -4.89 0.01 -0.44
C -4.67 1.44 0.05
C -5.98 2.21 0.10
C -3.65 2.15 -0.80
C -3.84 2.80 -2.04
C -2.58 3.24 -2.38
N -1.72 2.86 -1.42
N -2.38 2.20 -0.45
B -0.22 3.20 -1.37
N 0.71 1.96 -1.53
C 1.39 1.61 -2.63
C 2.24 0.57 -2.30
C 2.00 0.35 -0.93
N 1.07 1.19 -0.49
C 2.73 -0.54 0.04
C 3.82 0.25 0.75
C 3.32 -1.78 -0.64
N 0.12 3.94 -0.07
C 0.63 5.18 0.01
C 0.62 5.56 1.33
C 0.06 4.46 2.01
N -0.22 3.48 1.16
C -0.19 4.38 3.49
C -1.28 3.38 3.85
C 1.11 4.11 4.25
H -5.59 -0.51 0.21
H -3.95 -0.54 -0.44
H -5.29 0.00 -1.46
H -4.25 1.37 1.05
H -6.45 2.26 -0.89
H -5.83 3.23 0.45
H -6.68 1.71 0.78
H -4.76 2.94 -2.58
H -2.23 3.80 -3.23
H 0.00 3.92 -2.31
H 1.24 2.14 -3.56
H 2.94 0.06 -2.94
H 1.99 -0.87 0.78
H 4.54 0.64 0.02
H 4.36 -0.38 1.46
H 3.39 1.09 1.30
H 4.06 -1.50 -1.39
H 2.54 -2.38 -1.12
H 3.81 -2.41 0.10
H 0.95 5.69 -0.88
H 0.96 6.49 1.75
H -0.55 5.38 3.78
H -0.98 2.36 3.62
H -2.21 3.58 3.31
H -1.49 3.42 4.92
H 1.53 3.14 3.96
H 0.92 4.07 5.32
H 1.85 4.88 4.04
C 2.55 -5.53 5.30
C 2.23 -4.09 5.04
C 1.58 -3.31 6.00
C 1.25 -1.99 5.74
C 1.56 -1.42 4.51
C 2.21 -2.18 3.55
C 2.54 -3.50 3.82
S 1.01 0.24 4.13
O 0.90 0.88 5.43
O 2.01 0.78 3.22
N -0.33 0.09 3.37
C -1.46 -0.40 4.15
C -2.82 -0.22 3.44
O -3.82 -0.52 4.09
O -2.78 0.21 2.24
H 2.44 -5.77 6.36
H 3.58 -5.77 5.01
H 1.89 -6.19 4.74
H 1.33 -3.75 6.96
H 0.75 -1.38 6.48
H 2.44 -1.74 2.59
H 3.03 -4.09 3.05
H -1.54 0.09 5.13
H -1.37 -1.48 4.34
C 2.58 -4.04 -4.02
C 1.35 -3.53 -4.76
C 1.79 -2.76 -6.01
C 0.59 -2.22 -6.76
C -0.23 -1.36 -5.84
C -0.98 -0.31 -6.33
C -1.73 0.47 -5.46
F -2.45 1.49 -5.99
C -1.75 0.24 -4.12
C -0.99 -0.81 -3.60
C -0.99 -1.00 -2.13
O -1.59 -0.20 -1.42
C -0.26 -2.17 -1.68
C 0.41 -2.91 -2.59
N 0.52 -2.66 -3.92
C -0.23 -1.61 -4.46
C -0.10 -2.57 -0.21
O 0.28 -3.73 0.01
O -0.30 -1.64 0.61
H 3.24 -4.54 -4.73
H 2.34 -4.76 -3.24
H 3.12 -3.21 -3.56
H 0.75 -4.38 -5.08
H 2.38 -3.44 -6.63
H 2.45 -1.94 -5.70
H -0.01 -3.06 -7.13
H 0.90 -1.65 -7.64
H -0.99 -0.08 -7.39
H -2.32 0.86 -3.43
H 0.92 -3.78 -2.20
*
```

***

Electronic energy, record by record: -149361.8200 -218050.3843 -75046.1131 -158609.6641 -102228.9095 eV
Largest force on an atom, record by record: 1.1 0.1 1.1 1.2 0.7 eV/A